(1)
Below is an isolated ion of composition C55H69FN3 and charge +1, with properties calculated with ωB97M-V/def2-TZVPD.

```
128
Properties=species:S:1:pos:R:3:lowdin_charge:R:1
C 6.23 0.64 1.67 -0.057
C 5.63 -0.76 1.87 -0.384
C 6.45 -1.83 1.15 -0.077
C 4.16 -0.77 1.46 -0.163
C 3.72 -1.28 0.23 0.037
C 2.39 -1.11 -0.18 -0.085
C 1.96 -1.54 -1.58 -0.354
C 2.85 -2.62 -2.20 -0.057
C 1.71 -0.41 -2.59 -0.030
C 1.43 -0.60 0.75 -0.068
C -0.02 -0.54 0.48 -0.097
N -0.85 -1.67 0.46 0.084
C -0.38 -3.01 0.20 -0.085
C -0.59 -3.62 -1.05 -0.136
C -1.49 -3.02 -2.14 -0.377
C -2.91 -3.46 -1.83 -0.053
C -1.02 -3.35 -3.55 -0.046
C 0.03 -4.86 -1.29 -0.016
C 0.93 -5.39 -0.37 -0.035
C 1.16 -4.75 0.84 -0.007
C 0.46 -3.60 1.17 -0.118
C 0.47 -3.05 2.59 -0.377
C 1.75 -3.40 3.33 -0.055
C -0.76 -3.55 3.34 -0.034
N -2.11 -1.31 0.18 0.200
N -2.09 0.05 0.06 0.062
C -3.35 0.69 -0.23 -0.078
C -3.68 1.04 -1.56 -0.113
C -2.82 0.55 -2.74 -0.367
C -2.37 1.69 -3.63 -0.046
C -3.57 -0.51 -3.55 -0.039
C -4.86 1.75 -1.82 -0.014
C -5.78 1.95 -0.80 -0.036
C -5.55 1.38 0.45 -0.021
C -4.34 0.74 0.76 -0.116
C -4.26 0.03 2.13 -0.356
C -3.01 0.29 2.97 -0.059
C -4.52 -1.46 1.97 -0.057
C -0.77 0.54 0.18 -0.041
C -0.10 1.74 -0.45 -0.090
C 1.88 -0.08 2.00 -0.128
C 0.92 0.53 3.02 -0.367
C 1.01 2.06 3.01 -0.034
C 1.10 -0.01 4.44 -0.043
C 3.24 -0.13 2.29 0.019
H 5.63 1.40 2.19 0.076
H 7.25 0.68 2.06 0.085
H 6.25 0.90 0.60 0.088
H 5.66 -0.96 2.95 0.140
H 5.97 -2.81 1.25 0.085
H 6.55 -1.59 0.09 0.079
H 7.45 -1.89 1.59 0.084
H 4.45 -1.78 -0.41 0.108
H 0.97 -1.99 -1.42 0.097
H 3.01 -3.43 -1.48 0.082
H 2.36 -3.04 -3.08 0.077
H 3.82 -2.20 -2.50 0.088
H 0.88 0.22 -2.26 0.040
H 2.59 0.25 -2.73 0.095
H 1.42 -0.83 -3.57 0.092
H -1.46 -1.93 -2.03 0.102
H -3.25 -2.91 -0.95 0.063
H -3.59 -3.27 -2.67 0.075
H -2.94 -4.54 -1.60 0.097
H 0.05 -3.12 -3.67 0.073
H -1.19 -4.41 -3.78 0.086
H -1.56 -2.76 -4.30 0.074
H -0.19 -5.40 -2.22 0.119
H 1.44 -6.33 -0.59 0.119
H 1.85 -5.17 1.57 0.114
H 0.41 -1.96 2.52 0.089
H 2.63 -3.10 2.75 0.087
H 1.80 -2.90 4.30 0.077
H 1.80 -4.48 3.51 0.085
H -1.68 -3.33 2.78 0.074
H -0.68 -4.65 3.44 0.097
H -0.84 -3.10 4.34 0.089
H -1.93 0.10 -2.29 0.103
H -2.05 2.53 -3.01 0.056
H -1.53 1.40 -4.26 0.097
H -3.19 2.05 -4.27 0.094
H -3.97 -1.28 -2.88 0.067
H -4.41 -0.05 -4.09 0.094
H -2.89 -0.99 -4.28 0.081
H -5.04 2.11 -2.84 0.127
H -6.71 2.49 -0.99 0.117
H -6.31 1.46 1.23 0.125
H -5.11 0.45 2.69 0.128
H -2.62 1.31 2.85 0.081
H -3.27 0.16 4.03 0.093
H -2.22 -0.43 2.75 0.052
H -5.48 -1.66 1.49 0.091
H -3.74 -1.90 1.33 0.042
H -4.49 -1.97 2.94 0.089
H -0.02 1.34 -1.50 0.105
H 0.96 1.70 -0.12 0.144
H -0.10 0.27 2.71 0.097
H 0.76 2.45 2.02 0.047
H 0.30 2.51 3.73 0.094
H 2.03 2.41 3.26 0.100
H 1.00 -1.10 4.47 0.051
H 2.08 0.26 4.84 0.085
H 0.33 0.41 5.10 0.091
H 3.58 0.33 3.23 0.131
F -1.35 5.33 -4.84 0.043
C -0.49 4.61 -4.05 -0.242
C 0.59 3.96 -4.65 -0.003
C 1.48 3.26 -3.82 -0.049
C 1.23 3.18 -2.45 -0.081
C -0.03 3.60 -1.96 -0.221
C -0.49 3.13 -0.56 -0.206
C 0.14 4.18 0.41 -0.178
C -0.54 4.60 1.56 -0.058
C -0.15 5.78 2.21 -0.069
C 0.94 6.52 1.73 -0.076
C 1.66 6.07 0.62 -0.059
C 1.31 4.86 0.04 -0.035
C -0.78 4.51 -2.69 0.032
H 0.72 4.01 -5.73 0.122
H 2.35 2.75 -4.23 0.111
H 1.98 2.76 -1.77 0.124
H -1.59 3.24 -0.51 0.153
H -1.41 4.03 1.89 0.114
H -0.71 6.12 3.08 0.106
H 1.26 7.43 2.23 0.106
H 2.49 6.63 0.19 0.113
H 1.93 4.52 -0.79 0.098
H -1.63 5.03 -2.22 0.149
```

Values from the calculation:
relative energy (zero: lowest compared OMol25 entry of this formula, charge and spin): 0.0 kcal/mol
E: -2401.0826 Ha
net charge: +1

=====

(2)
Below is C29H22ClDyIN4O4S as an isolated structure, with properties calculated with ωB97M-V/def2-TZVPD.

```
63
Properties=species:S:1:pos:R:3:lowdin_charge:R:1
Dy 1.54 -0.02 -0.19 1.648
O 0.79 2.89 -2.83 0.126
C 1.44 1.97 -2.40 -0.460
N 2.12 1.89 -1.20 -0.048
C 2.27 3.03 -0.45 -0.438
O 2.15 4.18 -0.80 0.128
C 2.72 2.75 0.98 -0.171
C 3.05 3.84 1.77 0.026
C 3.47 3.64 3.07 -0.018
C 3.54 2.33 3.54 -0.032
C 3.18 1.30 2.70 -0.118
N 2.77 1.48 1.44 0.012
C 1.55 0.69 -3.22 -0.189
C 1.23 0.74 -4.57 0.023
C 1.37 -0.41 -5.33 -0.022
C 1.82 -1.57 -4.71 -0.034
C 2.09 -1.54 -3.36 -0.126
N 1.96 -0.44 -2.61 -0.013
H 2.97 4.82 1.32 0.129
H 3.75 4.47 3.70 0.121
H 3.87 2.12 4.55 0.115
H 3.23 0.28 3.05 0.099
H 0.90 1.67 -4.99 0.130
H 1.15 -0.40 -6.38 0.120
H 1.95 -2.48 -5.27 0.115
H 2.41 -2.43 -2.84 0.117
Cl -2.46 -0.03 5.73 0.732
C -1.77 0.21 4.17 -0.605
C -2.31 1.14 3.32 -0.150
C -1.77 1.33 2.05 -0.619
I -2.52 2.81 0.78 0.994
C -0.69 0.60 1.57 -0.438
O -0.25 0.72 0.33 -0.309
C -0.07 -0.31 2.49 -0.172
N 1.07 -0.95 2.09 -0.037
C 1.63 -1.83 2.90 -0.136
C 1.12 -2.14 4.16 -0.024
C 0.00 -1.49 4.61 0.004
C -0.63 -0.54 3.78 -0.159
H -3.15 1.74 3.64 0.103
H 2.52 -2.32 2.53 0.127
H 1.63 -2.87 4.78 0.116
H -0.41 -1.69 5.58 0.099
C -4.84 0.54 -2.79 -0.032
C -3.80 -0.28 -2.08 -0.252
C -2.58 -0.56 -2.70 -0.006
C -1.58 -1.25 -2.04 -0.069
C -1.81 -1.66 -0.74 -0.411
C -3.01 -1.41 -0.10 -0.068
C -4.00 -0.73 -0.78 -0.025
S -0.53 -2.58 0.12 1.012
C -0.81 -4.15 -0.72 -0.190
O 0.78 -2.11 -0.50 -0.663
H -4.68 0.53 -3.87 0.083
H -4.76 1.57 -2.45 0.091
H -5.84 0.19 -2.57 0.087
H -2.42 -0.22 -3.72 0.123
H -0.64 -1.48 -2.53 0.100
H -3.17 -1.75 0.92 0.122
H -4.94 -0.51 -0.29 0.126
H -0.81 -3.98 -1.80 0.068
H -1.77 -4.56 -0.39 0.073
H 0.00 -4.82 -0.43 0.063
```

Values from the calculation:
spin multiplicity: 6
relative energy (zero: lowest compared OMol25 entry of this formula, charge and spin): 22.3 kcal/mol
E: -3679.4000 Ha
expectation value of S²: 9.338
net charge: +1

=====

(3)
Below is a 3-piece molecular cluster, C4H13NO2 overall, with properties calculated with ωB97M-V/def2-TZVPD.

```
20
Properties=species:S:1:pos:R:3:lowdin_charge:R:1
C -0.16 -1.93 -1.97 -0.104
C 0.24 -0.72 -1.55 -0.260
N 0.23 -0.32 -0.20 -0.100
C 1.16 0.71 0.25 -0.348
C 0.86 2.04 -0.34 -0.167
H -0.19 -2.30 -2.99 0.020
H -0.13 -2.69 -1.20 0.028
H 0.76 -0.03 -2.21 0.094
H 0.18 -1.04 0.50 0.066
H 2.17 0.33 0.11 0.104
H 1.05 0.84 1.34 0.098
H 1.66 2.75 -0.02 0.074
H -0.10 2.42 -0.04 0.048
H 0.86 1.99 -1.45 0.064
H -1.30 0.41 0.29 0.002
H -2.79 0.53 0.73 -0.038
O -1.91 0.70 1.04 -0.284
H -1.04 -0.50 2.16 0.023
H -1.06 -1.87 3.06 -0.020
O -0.50 -1.34 2.47 -0.300
```

Values from the calculation:
spin multiplicity: 2
relative energy (zero: lowest compared OMol25 entry of this formula, charge and spin): 21.0 kcal/mol
E: -365.3576 Ha
expectation value of S²: 0.750
net charge: -1

=====

(4)
Below is C23H12BrN4O8Pd as an isolated structure, with properties calculated with ωB97M-V/def2-TZVPD.

```
49
Properties=species:S:1:pos:R:3:lowdin_charge:R:1
Pd 0.38 -1.01 -0.84 1.295
Br 7.24 0.73 1.34 0.673
C 5.52 0.00 0.98 -0.709
C 5.09 -1.12 1.69 -0.142
C 3.84 -1.64 1.41 -0.018
C 3.00 -1.09 0.44 -0.330
O 1.86 -1.72 0.22 -0.185
C 3.44 0.07 -0.26 -0.149
C 2.67 0.77 -1.24 -0.073
N 1.42 0.47 -1.62 -0.074
C 0.69 1.25 -2.47 -0.220
C 1.11 2.43 -3.10 -0.027
C 0.25 3.11 -3.96 -0.099
C -1.03 2.68 -4.23 -0.066
C -1.50 1.49 -3.61 -0.160
C -2.78 0.95 -3.78 -0.012
C -3.15 -0.20 -3.13 -0.048
C -2.24 -0.83 -2.29 -0.086
N -1.03 -0.34 -2.11 -0.018
C -0.63 0.80 -2.73 -0.139
C 4.72 0.58 0.04 -0.105
H 5.72 -1.57 2.45 0.093
H 3.47 -2.51 1.95 0.117
H 3.14 1.63 -1.69 0.099
H 2.10 2.84 -2.91 0.089
H 0.60 4.03 -4.43 0.100
H -1.68 3.22 -4.90 0.099
H -3.48 1.45 -4.45 0.115
H -4.13 -0.64 -3.26 0.105
H -2.47 -1.75 -1.75 0.116
H 5.06 1.46 -0.50 0.101
O -2.13 -3.87 0.73 0.046
C -1.50 -2.83 0.63 -0.578
O -0.71 -2.61 -0.37 -0.163
C -1.72 -1.75 1.68 -0.032
C -2.54 -2.12 2.73 0.064
C -2.86 -1.24 3.75 -0.147
C -2.36 0.05 3.75 0.068
C -1.56 0.41 2.71 -0.082
C -1.20 -0.44 1.63 -0.269
O -0.46 0.11 0.72 -0.084
N -1.03 1.79 2.68 -0.365
O -1.76 2.66 2.26 0.090
O 0.08 1.97 3.14 0.104
N -3.73 -1.66 4.84 -0.366
O -4.17 -2.80 4.83 0.063
O -3.96 -0.85 5.73 0.046
H -2.94 -3.13 2.74 0.129
H -2.61 0.75 4.54 0.137
```

Values from the calculation:
spin multiplicity: 3
relative energy (zero: lowest compared OMol25 entry of this formula, charge and spin): 2.6 kcal/mol
E: -4406.4329 Ha
expectation value of S²: 2.062
net charge: -1

=====

(5)
Below is a 11-piece molecular cluster, H22O11 overall, with properties calculated with ωB97M-V/def2-TZVPD.

```
33
Properties=species:S:1:pos:R:3:lowdin_charge:R:1
O -0.99 -0.84 2.31 -0.065
H -0.03 -0.65 2.56 0.057
H -1.51 -0.89 3.11 0.057
O -1.46 0.87 -1.52 -0.055
H -1.16 1.48 -2.16 0.047
H -2.04 0.35 -2.19 0.152
O 2.26 1.48 0.42 -0.051
H 2.64 2.39 0.31 0.096
H 1.86 1.15 -0.36 -0.021
O 2.56 -0.52 -2.88 -0.038
H 1.72 -0.47 -2.36 0.011
H 2.33 -0.25 -3.72 -0.025
O -0.46 3.39 0.29 -0.009
H -0.70 2.76 -0.35 -0.026
H -0.91 4.20 -0.01 0.075
O 0.56 1.97 2.71 0.003
H 0.14 2.46 2.04 -0.025
H 1.06 1.59 2.08 -0.082
O -0.34 -2.47 -3.26 -0.138
H 0.07 -2.77 -2.40 0.047
H 0.18 -2.95 -4.03 0.104
O 1.92 -1.64 2.62 0.045
H 1.82 -1.96 3.53 0.081
H 2.53 -2.14 2.29 -0.062
O -2.25 -2.78 -0.38 -0.038
H -2.14 -2.37 0.44 -0.024
H -1.97 -2.16 -1.08 0.027
O -2.69 0.73 1.06 -0.095
H -2.05 0.32 1.56 -0.104
H -2.19 0.89 0.11 0.065
O 0.59 -0.57 -0.57 -0.094
H -0.12 0.05 -0.68 -0.042
H 0.75 -0.63 0.50 0.127
```

Values from the calculation:
structure (SMILES): O.O.O.O.O.O.O.O.O.O.O
relative energy (zero: lowest compared OMol25 entry of this formula, charge and spin): 86.4 kcal/mol
E: -840.7424 Ha

=====

(6)
Below is C18H23N3O3S5SiV as an isolated structure, with properties calculated with ωB97M-V/def2-TZVPD.

```
54
Properties=species:S:1:pos:R:3:lowdin_charge:R:1
V 0.67 -0.21 0.05 0.245
C -5.12 3.29 -2.36 -0.204
Si -3.92 2.79 -0.98 0.492
C -4.95 2.03 0.39 -0.188
C -3.10 4.36 -0.38 -0.195
C -2.72 1.55 -1.69 -0.268
C -2.82 1.12 -3.01 -0.116
C -1.93 0.19 -3.55 -0.093
C -0.96 -0.31 -2.69 -0.152
N -0.86 0.05 -1.42 -0.086
C -1.69 0.99 -0.90 -0.773
S -1.35 1.40 0.72 0.625
H -5.81 4.04 -1.99 0.018
H -5.71 2.45 -2.72 0.021
H -4.59 3.71 -3.21 0.021
H -5.66 2.76 0.80 0.018
H -4.31 1.68 1.20 0.007
H -5.51 1.18 0.01 0.025
H -3.88 5.06 -0.07 0.019
H -2.52 4.82 -1.18 0.026
H -2.43 4.17 0.45 0.001
H -3.60 1.53 -3.65 0.078
H -1.98 -0.14 -4.58 0.081
H -0.22 -1.03 -3.02 0.112
O 0.52 0.60 6.91 -0.144
C 0.64 0.36 5.73 -1.085
S 1.74 1.21 4.65 0.893
C 1.41 0.30 3.18 -1.185
C 0.49 -0.68 3.29 -1.189
S -0.04 -1.78 2.02 0.390
S -0.24 -0.89 4.87 0.892
S 2.33 0.73 1.74 0.412
N 2.12 -0.12 -1.52 -0.020
C 2.14 -1.30 -0.86 -0.279
N 3.08 -2.24 -0.94 -0.094
C 4.33 -2.21 -1.66 -0.120
C 4.57 -3.59 -2.28 -0.199
O 4.55 -4.62 -1.31 -0.154
C 3.31 -4.64 -0.62 -0.197
C 3.02 -3.30 0.05 -0.135
H 5.14 -1.98 -0.96 0.133
H 4.29 -1.45 -2.44 0.094
H 5.55 -3.63 -2.75 0.117
H 3.80 -3.78 -3.04 0.126
H 3.37 -5.44 0.12 0.118
H 2.50 -4.88 -1.33 0.122
H 3.77 -3.11 0.83 0.134
H 2.04 -3.27 0.53 0.086
C 2.30 1.86 -2.81 -0.020
C 2.61 0.38 -2.67 -0.569
O 3.18 -0.23 -3.58 -0.045
H 2.70 2.25 -3.74 0.063
H 2.70 2.41 -1.96 0.076
H 1.21 2.01 -2.78 0.066
```

Values from the calculation:
spin multiplicity: 4
E: -4314.3016 Ha
expectation value of S²: 3.768
net charge: -2